[1]
A structure of composition C34H29Cl4GeN2O2S2Ti. Source: the Open Molecules 2025 dataset; level of theory: ωB97M-V/def2-TZVPD.

```
! wB97M-V def2-TZVPD RIJCOSX def2/J DEFGRID3
* xyz -1 1
Ti 0.3923 0.9511 0.3737
C 2.4133 3.1553 -0.6182
N 2.0742 1.7584 -0.9729
C 3.2660 0.9176 -0.8010
C 3.5349 0.6903 0.6719
N 2.3828 0.0854 1.3727
C 2.4393 0.5264 2.7786
C 2.4398 -1.3640 1.2713
C 3.2110 -2.1085 2.1556
C 3.2777 -3.4887 2.0557
C 2.5688 -4.1343 1.0534
C 1.8139 -3.3998 0.1633
C 1.7392 -2.0076 0.2462
S 0.7695 -1.1430 -0.9222
C 1.5561 1.7493 -2.3266
C 2.3320 1.3866 -3.4160
C 1.7826 1.3949 -4.6920
C 0.4599 1.7698 -4.8676
C -0.3105 2.1422 -3.7806
C 0.2213 2.1490 -2.4933
S -0.7183 2.6519 -1.0996
H 3.2656 3.4929 -1.2227
H 2.6505 3.2228 0.4435
H 1.5416 3.7823 -0.8000
H 4.1462 1.4072 -1.2465
H 3.0924 -0.0343 -1.3109
H 3.7522 1.6421 1.1657
H 4.4221 0.0501 0.7914
H 3.4348 0.3750 3.2121
H 1.7042 -0.0292 3.3568
H 2.2017 1.5898 2.8160
H 3.7607 -1.6173 2.9454
H 3.8683 -4.0508 2.7651
H 2.5948 -5.2116 0.9715
H 1.2464 -3.8950 -0.6125
H 3.3580 1.0778 -3.2836
H 2.3851 1.0914 -5.5369
H 0.0164 1.7553 -5.8536
H -1.3514 2.4033 -3.9083
Cl -1.5682 4.0749 6.0462
C -1.2109 2.8568 4.8744
C -1.5852 1.5396 5.0963
Cl -2.3969 1.1068 6.5592
C -1.3112 0.5562 4.1437
Cl -1.6966 -1.1017 4.4268
C -0.6923 0.8996 2.9453
O -0.3880 0.0714 1.9816
C -0.2713 2.2350 2.7416
O 0.4117 2.4356 1.6407
C -0.5401 3.2026 3.7012
Cl 0.0012 4.8185 3.4179
Ge -1.9738 0.0304 -0.2528
C -2.5366 -1.7319 0.4661
C -2.1593 -2.9561 -0.0764
C -2.6140 -4.1514 0.4538
C -3.4626 -4.1510 1.5505
C -3.8503 -2.9437 2.1055
C -3.3901 -1.7537 1.5636
C -2.5665 0.0008 -2.1432
C -3.5035 0.9259 -2.5939
C -3.9319 0.9382 -3.9101
C -3.4252 0.0171 -4.8137
C -2.4899 -0.9104 -4.3849
C -2.0686 -0.9143 -3.0644
H -2.9886 0.9857 0.4567
H -1.4877 -2.9809 -0.9242
H -2.3020 -5.0897 0.0111
H -3.8154 -5.0847 1.9701
H -4.5052 -2.9255 2.9674
H -3.6952 -0.8191 2.0160
H -3.8966 1.6600 -1.9012
H -4.6624 1.6693 -4.2332
H -3.7563 0.0246 -5.8446
H -2.0793 -1.6300 -5.0823
H -1.3269 -1.6387 -2.7555
*
```

The energy above the lowest of the compared OMol25 structures with the same formula, charge and spin is 9.2 kJ/mol. For the orbital gap (spin up / spin down), the calculation gives 6.48 / 6.48 eV. The LUMO energy (spin up / spin down) is 0.0840 / 0.0840 Ha.

Löwdin charges in e:
1. Ti 0.593
2. C -0.062
3. N -0.255
4. C -0.204
5. C -0.149
6. N -0.190
7. C -0.055
8. C -0.259
9. C -0.036
10. C -0.096
11. C -0.098
12. C -0.111
13. C -0.543
14. S 0.721
15. C -0.310
16. C -0.035
17. C -0.092
18. C -0.091
19. C -0.100
20. C -0.574
21. S 0.673
22. H 0.103
23. H 0.083
24. H 0.058
25. H 0.127
26. H 0.091
27. H 0.116
28. H 0.138
29. H 0.090
30. H 0.107
31. H 0.093
32. H 0.102
33. H 0.094
34. H 0.097
35. H 0.097
36. H 0.102
37. H 0.093
38. H 0.099
39. H 0.097
40. Cl 0.634
41. C -0.718
42. C -0.714
43. Cl 0.637
44. C -0.602
45. Cl 0.722
46. C -0.405
47. O -0.252
48. C -0.395
49. O -0.242
50. C -0.611
51. Cl 0.683
52. Ge 0.802
53. C -0.314
54. C -0.125
55. C -0.103
56. C -0.114
57. C -0.118
58. C -0.163
59. C -0.346
60. C -0.147
61. C -0.113
62. C -0.117
63. C -0.101
64. C -0.127
65. H -0.003
66. H 0.061
67. H 0.092
68. H 0.090
69. H 0.095
70. H 0.081
71. H 0.088
72. H 0.094
73. H 0.090
74. H 0.095
75. H 0.055



[2]
A structure of composition C34H29Cl4GeN2O2S2Ti in a non-equilibrium geometry. Source: the Open Molecules 2025 dataset; level of theory: ωB97M-V/def2-TZVPD.

```
! wB97M-V def2-TZVPD RIJCOSX def2/J DEFGRID3
* xyz -1 1
Ti -0.1045 0.8285 -0.8548
C 1.8683 2.2870 0.8998
N 0.4455 1.8578 1.0589
C -0.4517 3.0599 1.0652
C -1.8998 2.7297 0.7193
N -1.9908 2.2014 -0.6652
C -2.0669 3.3376 -1.6214
C -3.1602 1.3712 -0.9521
C -4.3804 1.6087 -0.3458
C -5.4949 0.8581 -0.6903
C -5.3759 -0.1195 -1.6690
C -4.1508 -0.3463 -2.2827
C -3.0164 0.3881 -1.9372
S -1.4473 0.0382 -2.7004
C 0.2506 1.0894 2.2975
C 0.9590 1.4184 3.4496
C 0.7800 0.7042 4.6210
C -0.1372 -0.3439 4.6396
C -0.8552 -0.6608 3.5004
C -0.6791 0.0494 2.2991
S -1.5674 -0.3937 0.8709
H 2.1591 2.9985 1.6724
H 2.5143 1.4149 0.9370
H 1.9778 2.7707 -0.0630
H -0.4236 3.5266 2.0499
H -0.0519 3.7605 0.3337
H -2.2941 1.9849 1.4026
H -2.4897 3.6451 0.8237
H -3.0157 3.8602 -1.4689
H -1.2334 4.0163 -1.4768
H -2.0120 2.9525 -2.6354
H -4.4636 2.3741 0.4180
H -6.4406 1.0320 -0.1925
H -6.2349 -0.7182 -1.9480
H -4.0471 -1.1226 -3.0316
H 1.6776 2.2263 3.4384
H 1.3569 0.9558 5.5033
H -0.2822 -0.9226 5.5451
H -1.5551 -1.4889 3.4971
Cl 3.2872 3.9949 -5.7353
C 2.8771 2.8954 -4.4627
C 3.6249 1.7465 -4.2496
Cl 4.9892 1.3955 -5.2556
C 3.2748 0.8590 -3.2191
Cl 4.1995 -0.5615 -2.8893
C 2.1670 1.1177 -2.4350
O 1.7237 0.3623 -1.4303
C 1.4230 2.2774 -2.6436
O 0.4197 2.4356 -1.7770
C 1.7734 3.1642 -3.6383
Cl 0.8244 4.6044 -3.8218
Ge 0.5404 -1.8341 -0.6979
C -0.5285 -3.3239 0.0711
C -0.3505 -3.7872 1.3787
C -1.1406 -4.8105 1.8976
C -2.1338 -5.3931 1.1186
C -2.3256 -4.9478 -0.1827
C -1.5301 -3.9265 -0.6948
C 2.2927 -2.0820 0.2285
C 3.3611 -2.6590 -0.4702
C 4.6051 -2.8500 0.1236
C 4.8173 -2.4687 1.4430
C 3.7727 -1.8987 2.1609
C 2.5312 -1.7087 1.5568
H 0.8651 -2.4205 -2.1047
H 0.4213 -3.3516 2.0051
H -0.9793 -5.1549 2.9133
H -2.7515 -6.1880 1.5218
H -3.0965 -5.3968 -0.7996
H -1.6957 -3.5872 -1.7140
H 3.2187 -2.9534 -1.5063
H 5.4143 -3.2937 -0.4482
H 5.7869 -2.6143 1.9059
H 3.9185 -1.6006 3.1940
H 1.7362 -1.2702 2.1499
*
```

The energy above the lowest of the compared OMol25 structures with the same formula, charge and spin is 57.9 kJ/mol. For the orbital gap, the calculation gives 6.18 eV. The LUMO energy is 0.0828 Ha.

Löwdin charges in e:
1. Ti 0.601
2. C -0.042
3. N -0.207
4. C -0.134
5. C -0.186
6. N -0.241
7. C -0.060
8. C -0.356
9. C -0.045
10. C -0.095
11. C -0.098
12. C -0.110
13. C -0.597
14. S 0.650
15. C -0.274
16. C -0.045
17. C -0.101
18. C -0.098
19. C -0.109
20. C -0.578
21. S 0.743
22. H 0.084
23. H 0.103
24. H 0.083
25. H 0.132
26. H 0.116
27. H 0.086
28. H 0.125
29. H 0.098
30. H 0.068
31. H 0.086
32. H 0.111
33. H 0.094
34. H 0.096
35. H 0.098
36. H 0.101
37. H 0.094
38. H 0.098
39. H 0.101
40. Cl 0.635
41. C -0.707
42. C -0.702
43. Cl 0.639
44. C -0.588
45. Cl 0.735
46. C -0.360
47. O -0.307
48. C -0.369
49. O -0.261
50. C -0.594
51. Cl 0.687
52. Ge 0.839
53. C -0.373
54. C -0.123
55. C -0.106
56. C -0.121
57. C -0.109
58. C -0.130
59. C -0.320
60. C -0.164
61. C -0.111
62. C -0.115
63. C -0.101
64. C -0.122
65. H -0.017
66. H 0.085
67. H 0.091
68. H 0.088
69. H 0.091
70. H 0.091
71. H 0.068
72. H 0.094
73. H 0.089
74. H 0.093
75. H 0.079



[3]
A structure of composition C34H29Cl4GeN2O2S2Ti in a non-equilibrium geometry. Source: the Open Molecules 2025 dataset; level of theory: ωB97M-V/def2-TZVPD.

```
! wB97M-V def2-TZVPD RIJCOSX def2/J DEFGRID3
* xyz -1 3
Ti -0.1852 -0.5328 1.0449
C -1.5304 -2.9398 2.3563
N -1.7747 -2.0422 1.2225
C -3.0563 -1.3537 1.3671
C -2.9564 -0.2338 2.4019
N -1.8315 0.6659 2.1240
C -1.3516 1.2135 3.3974
C -2.1802 1.7249 1.1952
C -2.7240 2.9123 1.6729
C -3.0001 3.9774 0.8343
C -2.7263 3.8694 -0.5193
C -2.2326 2.6863 -1.0199
C -1.9553 1.5964 -0.1895
S -1.4326 0.1236 -0.9547
C -1.6692 -2.7945 -0.0075
C -2.7709 -3.2272 -0.7329
C -2.6125 -3.9807 -1.8880
C -1.3446 -4.3251 -2.3215
C -0.2368 -3.9186 -1.6038
C -0.3804 -3.1399 -0.4571
S 1.0202 -2.6258 0.4387
H -2.3489 -3.6686 2.4634
H -1.4220 -2.3686 3.2799
H -0.5941 -3.4753 2.1888
H -3.8462 -2.0534 1.6903
H -3.3314 -0.9228 0.3970
H -2.8031 -0.6736 3.3944
H -3.9088 0.3236 2.4149
H -2.1667 1.6137 4.0145
H -0.6418 2.0169 3.2094
H -0.8473 0.4251 3.9608
H -2.9381 3.0295 2.7263
H -3.4042 4.8914 1.2442
H -2.9034 4.7057 -1.1786
H -2.0412 2.5775 -2.0762
H -3.7732 -2.9695 -0.4242
H -3.4830 -4.2995 -2.4431
H -1.2199 -4.9005 -3.2276
H 0.7603 -4.1842 -1.9202
Cl 4.2704 0.8655 5.7975
C 3.2195 0.9842 4.4359
C 3.2073 2.1376 3.6692
Cl 4.2223 3.4667 4.0827
C 2.3542 2.2314 2.5683
Cl 2.2571 3.6881 1.6441
C 1.5206 1.1738 2.2197
O 0.6939 1.1852 1.2101
C 1.4925 0.0011 3.0387
O 0.5953 -0.8923 2.7504
C 2.3579 -0.0682 4.1298
Cl 2.3047 -1.4714 5.1354
Ge 1.5455 -0.0869 -0.8837
C 1.7045 1.7178 -1.7676
C 0.8591 2.1016 -2.7978
C 0.9988 3.3293 -3.4195
C 1.9794 4.2114 -2.9968
C 2.8260 3.8457 -1.9642
C 2.6933 2.6042 -1.3680
C 1.8801 -1.3337 -2.4295
C 3.0004 -2.1516 -2.4041
C 3.2958 -2.9889 -3.4631
C 2.4685 -3.0171 -4.5739
C 1.3244 -2.2377 -4.5937
C 1.0281 -1.4161 -3.5203
H 2.9816 -0.1445 -0.2110
H 0.0791 1.4243 -3.1170
H 0.3403 3.6047 -4.2344
H 2.0857 5.1795 -3.4691
H 3.5886 4.5324 -1.6202
H 3.3656 2.3083 -0.5742
H 3.6366 -2.1279 -1.5290
H 4.1738 -3.6206 -3.4255
H 2.7150 -3.6482 -5.4179
H 0.6635 -2.2732 -5.4508
H 0.1147 -0.8375 -3.5252
*
```

The energy above the lowest of the compared OMol25 structures with the same formula, charge and spin is 103.5 kJ/mol. For the orbital gap (spin up / spin down), the calculation gives 6.00 / 6.43 eV. The LUMO energy (spin up / spin down) is 0.0835 / 0.0581 Ha.

Löwdin charges in e:
1. Ti 0.496
2. C -0.066
3. N -0.272
4. C -0.197
5. C -0.141
6. N -0.199
7. C -0.057
8. C -0.250
9. C -0.035
10. C -0.092
11. C -0.091
12. C -0.109
13. C -0.539
14. S 0.753
15. C -0.328
16. C -0.041
17. C -0.093
18. C -0.092
19. C -0.102
20. C -0.585
21. S 0.723
22. H 0.104
23. H 0.088
24. H 0.061
25. H 0.129
26. H 0.089
27. H 0.121
28. H 0.139
29. H 0.092
30. H 0.107
31. H 0.098
32. H 0.104
33. H 0.095
34. H 0.098
35. H 0.092
36. H 0.103
37. H 0.093
38. H 0.099
39. H 0.101
40. Cl 0.636
41. C -0.724
42. C -0.724
43. Cl 0.638
44. C -0.595
45. Cl 0.729
46. C -0.410
47. O -0.281
48. C -0.401
49. O -0.256
50. C -0.609
51. Cl 0.678
52. Ge 0.833
53. C -0.298
54. C -0.141
55. C -0.105
56. C -0.112
57. C -0.112
58. C -0.166
59. C -0.347
60. C -0.150
61. C -0.107
62. C -0.116
63. C -0.105
64. C -0.126
65. H 0.018
66. H 0.062
67. H 0.094
68. H 0.091
69. H 0.096
70. H 0.072
71. H 0.084
72. H 0.094
73. H 0.090
74. H 0.095
75. H 0.079



- Number 3 is which compound?
  C34H29Cl4GeN2O2S2Ti